Entry from the OMol25 dataset: a structure of composition C38H27Br2N6O6Sm (wB97M-V/def2-TZVPD).

```
80
Properties=species:S:1:pos:R:3:forces:R:3:lowdin_spin:R:1
C 3.585 1.114 0.148 -0.0828 0.1061 0.0750 0.000
H -0.802 1.034 -5.266 0.0031 -0.0082 -0.0215 0.000
H -0.248 5.836 -1.179 0.0230 -0.0180 -0.0224 0.000
C 1.644 -2.168 -1.652 -0.0501 0.0706 -0.0223 0.000
C 0.486 -1.488 4.973 0.0036 -0.0189 0.0568 0.000
C -0.280 3.674 -1.118 0.0225 0.1228 -0.0263 -0.002
H 0.690 -1.909 5.951 -0.0065 0.0050 -0.0182 0.000
Sm -0.231 0.390 -0.177 0.3051 -0.1120 0.1513 5.070
C -3.924 -0.945 -0.937 -0.0307 0.1354 0.0636 0.000
C -0.187 -1.758 2.680 -0.0083 0.0436 -0.0152 0.000
C -0.745 -3.998 1.828 -0.0062 -0.0019 0.0042 0.000
C 3.159 2.415 2.496 -0.0196 0.0760 0.0645 0.000
C -5.282 -0.729 -1.089 -0.0688 -0.0290 0.0150 0.000
C -5.701 0.502 -1.576 -0.0922 0.0350 -0.0196 0.000
Br 1.723 6.624 -3.250 -0.0036 -0.0136 -0.0045 0.000
H 5.091 1.695 3.092 -0.0030 -0.0094 -0.0404 0.000
N -0.937 -2.069 0.400 -0.0205 -0.2026 -0.0519 -0.006
H 3.755 3.667 4.144 -0.0156 0.0058 -0.0049 0.000
C 0.069 -2.333 3.933 0.0104 -0.0506 0.0003 0.000
H 1.582 1.667 -3.062 0.0271 -0.0082 0.0023 0.000
C -7.106 0.784 -1.747 0.0061 -0.0160 0.0146 0.000
N 2.428 1.722 0.309 0.1185 -0.2366 0.2082 -0.002
C 1.333 -1.942 -4.347 0.0408 -0.0376 -0.1114 0.000
O -0.858 2.194 1.456 -0.1397 -0.2853 -0.1876 -0.008
H 0.125 -4.151 5.117 0.0082 0.0129 -0.0276 0.000
H 1.195 -1.790 -5.408 0.0164 -0.0145 0.0185 0.000
O 2.202 -3.208 0.391 0.0131 0.0469 0.0186 -0.001
O -1.042 0.428 -3.063 -0.2162 0.0635 -0.0286 -0.002
C -4.746 1.459 -1.891 -0.0716 0.0529 -0.0251 0.000
H -1.015 3.693 -0.320 0.0164 0.0329 0.0622 0.000
O -0.196 0.289 -5.133 -0.0395 0.0396 -0.0670 0.000
H 2.526 2.473 4.551 0.0131 0.0205 -0.0063 0.000
C 4.342 1.715 2.308 0.0696 -0.0410 0.0419 0.000
C 2.864 3.160 3.770 -0.0160 -0.0694 -0.0637 0.000
C 2.148 -2.951 -3.844 0.0058 -0.0159 -0.0508 0.000
H -5.999 -1.493 -0.822 0.0151 -0.0022 -0.0042 0.000
C 4.575 1.058 1.114 0.0873 0.0182 0.0143 0.000
N -2.998 -0.043 -1.252 -0.0094 -0.0351 -0.0495 -0.002
C 1.138 2.562 -2.627 0.0616 -0.0694 -0.0462 -0.002
H 0.453 1.385 3.226 -0.0059 0.0142 -0.0101 0.000
C 1.592 3.773 -3.136 -0.0073 -0.0552 0.0040 -0.001
H -1.519 -2.393 -1.532 0.0322 0.0159 -0.0210 0.000
C -1.984 1.667 1.686 -0.0307 -0.0486 0.0430 0.000
H -2.637 1.853 -1.969 -0.0094 -0.0049 0.0011 0.000
O -2.343 0.568 1.207 0.0874 0.3302 0.0754 -0.004
H -0.563 -5.616 3.264 0.0096 0.0406 -0.0182 0.000
C 0.150 4.916 -1.590 -0.0827 -0.0610 -0.0856 -0.001
H -5.038 2.431 -2.264 0.0317 -0.0101 0.0101 0.000
C -0.642 -2.616 1.603 0.0056 0.0441 -0.0470 0.000
H -2.683 2.209 2.342 -0.0224 0.0360 0.0585 0.000
C 0.622 -0.150 4.735 0.0237 0.0100 0.0447 0.000
H 2.912 -3.836 -2.020 -0.0133 0.0139 -0.0023 0.000
C 1.866 -2.160 -0.147 0.1281 0.0965 0.0376 0.000
H 2.083 3.905 3.618 0.0133 -0.0206 -0.0008 0.000
C 2.294 -3.076 -2.477 0.0283 -0.0431 -0.0232 0.000
N -0.023 -0.436 2.447 -0.0552 -0.0887 -0.0191 -0.003
H -3.576 -1.878 -0.517 0.0177 -0.0103 -0.0009 0.000
H 1.294 2.908 1.535 0.0070 -0.0234 0.0268 0.000
C -1.290 -2.872 -0.586 -0.0665 0.0580 0.0460 0.000
H 5.493 0.521 0.928 -0.0040 0.0263 -0.0052 0.000
H 0.929 0.535 5.513 0.0021 -0.0005 -0.0150 0.000
C -0.083 -3.746 4.134 0.0149 0.0639 0.0582 0.000
H -1.172 -5.892 0.903 -0.0100 0.0322 -0.0034 0.000
O 1.676 -1.015 0.378 -0.3353 -0.0341 -0.0211 -0.005
C -0.462 -4.546 3.123 -0.0169 -0.0688 -0.0327 0.000
C -1.116 -4.819 0.754 0.0013 -0.0569 0.0354 0.000
C -1.385 -4.259 -0.464 -0.0151 -0.0519 -0.0344 0.000
N 0.830 -1.229 -2.123 0.1101 0.0171 0.0537 -0.005
C 2.239 2.379 1.459 -0.0831 0.1100 -0.1780 0.000
C -3.412 1.136 -1.721 0.1118 -0.0315 -0.0059 0.000
C 0.682 -1.127 -3.445 -0.0520 0.0343 0.0470 0.000
C -0.277 -0.059 -3.847 0.2382 -0.2113 -0.0573 0.000
H 2.333 3.802 -3.925 -0.0163 0.0214 0.0118 0.000
N -8.225 1.006 -1.884 0.1181 -0.0237 0.0093 0.000
C 0.357 0.330 3.446 0.0388 -0.0290 -0.0454 0.000
Br 3.950 0.310 -1.533 0.0016 0.0262 -0.0390 0.000
H 2.664 -3.622 -4.519 -0.0074 0.0099 0.0047 0.000
C 1.095 4.948 -2.596 0.0145 0.0239 -0.0133 0.001
C 0.208 2.445 -1.584 -0.1630 0.2376 0.1984 -0.025
H -1.661 -4.860 -1.320 -0.0058 0.0184 0.0166 0.000
```
Forces are in eV/Å.

Properties
- Maximum force: 0.00717 Eh/bohr
- Multiplicity: 6
- E_HOMO (spin up / spin down): -0.282 / -0.282 hartree

Entry from the OMol25 dataset: a structure of composition C38H27Cl2CoGeN4O2S (wB97M-V/def2-TZVPD).

```
76
Properties=species:S:1:pos:R:3:forces:R:3:lowdin_spin:R:1
H 2.658 -0.605 -4.427 -0.0106 0.0261 0.0009 0.000
N 1.095 0.216 3.551 -0.0200 0.0762 0.1701 0.001
C -0.427 -2.379 -2.201 -0.0666 0.0527 -0.4407 0.009
O -1.113 0.260 -0.221 -0.1218 0.1805 0.1369 0.067
C 3.502 2.064 -2.524 -0.0442 -0.0094 -0.0100 0.000
C -2.081 0.526 0.608 0.4242 -0.1943 -0.3050 0.003
C 3.060 -3.654 -1.818 0.0408 -0.0450 -0.0997 0.001
C 3.628 1.030 -3.441 -0.0410 -0.0278 -0.0142 0.001
H 0.264 1.623 -1.630 0.0568 -0.0467 0.0340 0.000
C 1.215 4.579 7.115 -0.0004 -0.1285 -0.0938 0.000
C -4.361 0.905 -4.449 0.0111 0.0090 -0.0098 0.000
C -4.253 1.187 2.307 -0.0907 0.1719 0.0600 0.004
H -2.595 -2.553 -2.653 0.0426 -0.0158 -0.0054 0.000
H -3.807 3.226 1.786 0.0140 -0.0226 -0.0147 0.000
C -3.532 2.188 1.649 -0.0412 0.1297 0.0277 -0.002
H -3.930 2.420 -2.989 0.0116 -0.0260 -0.0103 0.000
H 2.799 2.430 7.168 -0.0266 0.0002 -0.0227 0.000
C 1.183 3.457 6.202 -0.0080 0.2133 0.1494 0.000
C 0.255 3.435 5.164 -0.0395 0.0386 0.0051 0.000
C -2.797 -0.458 1.330 -0.1005 -0.2224 0.1353 0.005
C 1.121 -1.799 2.700 0.0175 0.0913 -0.1543 0.002
H 5.384 -1.461 -0.694 -0.0276 -0.0155 -0.0075 0.000
H -0.529 2.322 3.510 0.0217 -0.0057 0.0079 0.000
Co 0.050 -1.280 -0.233 0.1447 0.2440 0.0960 2.709
C 0.544 -3.268 -1.763 0.2679 0.1033 0.0001 0.023
C -2.621 -0.711 -4.833 -0.0746 0.1276 0.0589 0.000
C -1.637 -4.363 -1.992 -0.0452 -0.0660 0.0158 0.003
C 2.052 1.336 5.484 0.1117 0.0087 0.0752 0.000
H -4.426 -0.900 2.675 0.0359 0.0344 -0.0332 0.000
Cl -5.590 1.627 3.321 0.0990 -0.0286 -0.0700 0.001
H -5.346 1.293 -4.675 0.0221 -0.0118 0.0076 0.000
H -1.694 1.544 -2.471 -0.0351 -0.0037 0.0094 0.000
C 4.420 -1.893 -0.925 0.0582 -0.0052 -0.0288 0.003
C 0.217 2.360 4.294 -0.0879 0.0385 -0.0144 0.000
N 0.838 -0.905 1.685 -0.1765 -0.2186 0.1332 0.036
N 2.055 -1.697 -0.896 -0.0920 -0.1426 0.1482 0.035
H 2.768 0.530 5.587 -0.0404 0.0336 -0.0081 0.000
C 2.287 2.273 -1.880 -0.0239 -0.0343 -0.0098 0.000
H 3.287 -0.226 -0.157 -0.0133 -0.0214 0.0300 0.000
H 1.170 -2.862 2.528 -0.0076 0.0537 -0.0103 0.000
H 0.638 1.216 1.708 -0.0120 -0.0580 0.0381 0.000
C 1.204 1.440 -2.138 0.0843 -0.0754 -0.0699 0.001
N 1.241 5.470 7.841 -0.0041 -0.1075 -0.0929 0.000
H 1.489 -1.452 4.865 -0.0081 0.0483 -0.0601 0.000
H 4.567 0.876 -3.960 -0.0196 0.0058 0.0057 0.000
C 1.951 -2.891 -1.498 -0.2410 -0.0089 -0.0307 0.007
H -2.258 -1.581 -5.370 -0.0003 0.0105 0.0129 0.000
C 1.290 -1.118 3.861 -0.0488 0.1658 0.0083 0.001
H 2.941 -4.613 -2.307 0.0081 0.0286 0.0191 0.000
C 1.328 0.382 -3.047 0.1214 0.1500 0.1107 0.001
C -1.820 -0.091 -3.872 -0.1670 0.0604 -0.0078 0.001
C 3.263 -1.203 -0.622 -0.1532 0.0945 -0.0284 0.004
C -3.888 -0.216 -5.119 0.0539 -0.0122 0.0177 0.000
H -3.121 -2.539 1.814 -0.0289 0.0216 -0.0016 0.002
C -1.691 -3.048 -2.323 0.0236 0.1092 0.0518 0.005
C 2.545 0.198 -3.706 0.0654 0.0572 0.1570 0.000
C 4.313 -3.141 -1.523 0.0374 -0.0424 -0.0061 0.002
C 2.077 2.404 6.363 0.0682 -0.0208 0.0536 0.000
H -4.501 -0.699 -5.869 0.0123 0.0055 0.0139 0.000
H 0.402 -1.655 -4.709 -0.0282 0.0398 0.0454 0.001
C -3.885 -0.118 2.154 -0.0067 -0.1810 0.0213 0.000
C -3.566 1.537 -3.501 0.0353 -0.0186 -0.0049 0.000
C 0.824 0.289 2.231 0.0572 0.0459 0.0656 0.002
H -0.444 4.252 5.051 0.0079 -0.0102 -0.0011 0.000
C -2.478 1.863 0.832 0.0065 0.1890 -0.0040 0.006
C 1.122 1.322 4.459 0.0180 -0.2128 -0.1736 0.000
O -1.463 -2.350 0.730 0.1433 -0.1776 -0.0360 0.043
H 4.341 2.719 -2.327 -0.0261 -0.0173 0.0027 0.000
C -2.444 -1.856 1.282 0.0327 0.0985 -0.0211 0.003
S -0.068 -4.839 -1.515 -0.0039 -0.1677 0.1341 0.011
H 5.203 -3.708 -1.765 -0.0267 0.0146 0.0024 0.000
H 2.177 3.098 -1.185 0.0026 -0.0317 -0.0214 0.000
Ge -0.093 -0.852 -3.488 -0.0808 -0.2556 -0.0722 0.005
C -2.301 1.043 -3.213 -0.0660 -0.0768 -0.0753 0.000
Cl -1.566 3.126 0.065 -0.0546 -0.0609 0.0161 0.001
H -2.443 -5.083 -1.986 0.0533 0.0486 -0.0081 0.000
```
Forces are in eV/Å.

Properties
- Maximum force: 0.01084 Eh/bohr
- Total charge: +1
- Multiplicity: 4
- E_HOMO (spin up / spin down): -0.398 / -0.400 hartree

Entry from the OMol25 dataset: a structure of composition C38H28Cl2MnN2O5P2 at a distorted geometry (wB97M-V/def2-TZVPD).

```
78
Properties=species:S:1:pos:R:3:forces:R:3:lowdin_spin:R:1
H 0.428 1.982 -1.672 -0.0814 -0.1065 0.0382 0.001
O 1.308 -2.218 2.533 -0.0151 0.2436 -0.1280 0.024
C 0.418 -3.112 2.769 0.4252 -0.4704 -0.1817 0.007
C 1.983 -0.296 -5.139 -0.0473 0.0046 0.0334 0.000
C 0.113 -4.314 -2.442 0.0462 -0.0880 0.0252 0.000
C 0.200 0.913 -1.629 0.6191 -0.1260 0.0175 0.024
Cl 3.092 1.075 -0.243 0.7381 0.2708 -0.0073 0.012
C 1.249 0.443 -4.212 0.3076 0.1035 0.1331 0.000
O 0.557 -4.322 2.662 -0.4139 0.1834 0.1124 0.014
C -3.655 -1.230 -0.836 -0.1447 0.0402 -0.0989 0.000
O -4.201 -3.112 4.618 0.4940 0.1513 -0.1670 0.008
H 0.665 5.178 1.038 0.0388 0.0684 -0.0295 0.000
C 3.596 2.169 3.549 -0.1464 -0.1061 -0.5174 0.053
H -1.654 5.675 1.750 -0.0282 0.0727 0.0672 0.000
H -0.743 0.707 -2.146 0.0817 0.1420 0.0797 0.002
C 1.255 -3.948 -1.751 -0.0269 -0.2155 0.0723 0.000
C 1.668 -2.627 -1.755 -0.0227 0.1479 -0.0596 0.000
C -1.996 -3.180 3.698 -0.1872 -0.0094 0.0435 -0.005
C -1.864 -0.451 3.704 0.4088 -0.2858 -0.0485 0.017
H 1.267 2.908 0.341 0.1447 0.0231 0.0181 0.000
H -0.241 2.579 -6.370 -0.0454 0.0756 0.0006 0.000
H -0.207 -2.324 0.475 -0.0029 0.0339 0.0034 0.000
C -2.678 -0.277 -0.602 -0.0535 -0.1233 -0.0194 0.000
H 5.838 4.271 2.170 0.0852 0.0976 -0.0340 0.004
N 2.202 0.528 2.486 1.0373 0.1031 -0.1965 0.310
H -0.102 2.101 -3.972 -0.0405 0.0048 0.0661 0.000
C -0.624 -3.358 -3.124 -0.1282 0.0152 -0.1349 0.000
C 4.636 2.865 1.078 0.1338 0.1510 0.0862 -0.002
C -0.211 -2.039 -3.135 -0.0039 -0.0944 0.0076 0.000
O -0.326 1.273 3.453 0.2258 -0.4225 -0.2393 0.012
H 4.882 3.639 4.367 0.0491 0.0945 0.1412 -0.001
H -1.997 -4.258 3.715 0.0725 -0.1170 -0.0459 0.000
C 0.384 1.769 -6.021 -0.0353 0.1001 -0.2454 0.000
H -3.309 3.844 1.890 -0.0215 0.0226 0.0191 0.000
C 5.087 3.499 2.230 0.0755 0.0629 -0.0476 0.053
C -1.527 1.023 3.819 -0.0755 0.5674 0.1694 0.006
C -1.380 4.673 1.454 -0.0911 0.0508 0.0513 0.000
H -1.522 -3.644 -3.654 -0.0618 -0.0207 -0.0267 0.000
Mn 0.726 -0.296 2.681 1.3990 1.1146 -0.1357 3.240
C -1.440 -0.664 -0.096 -0.0476 0.1259 0.1034 0.001
P 1.608 0.041 -2.457 -0.8301 -0.1890 -0.4008 0.001
H -1.946 -4.009 0.059 0.0385 -0.1006 0.0198 0.000
H -0.778 -1.298 -3.683 -0.0387 0.0437 -0.0325 0.000
C -3.398 -2.570 -0.593 -0.0450 -0.1122 0.0136 -0.001
N -0.838 -1.150 3.182 -3.2571 -2.0015 1.3480 -0.003
C 1.911 -0.014 -6.487 0.0770 -0.0938 -0.1206 0.000
C -0.688 2.094 0.670 -0.1193 -0.0999 0.1043 0.001
C -2.159 -2.965 -0.117 -0.1236 -0.1002 -0.0194 0.000
H -4.855 -2.466 4.915 0.1068 -0.0314 -0.0449 0.000
H 2.617 -1.094 -4.775 0.0729 -0.0895 -0.0668 0.000
C 4.557 3.144 3.467 0.0364 -0.0004 -0.0836 -0.001
H -4.623 -0.932 -1.217 -0.0354 0.0435 -0.0262 0.000
Cl 2.842 1.773 5.045 0.0484 0.0303 0.5526 0.013
C 3.107 1.461 2.406 0.2813 0.3815 0.0313 0.067
C -1.970 2.364 1.134 0.0802 -0.0481 -0.1620 0.000
C 0.255 3.122 0.655 -0.0471 -0.0788 -0.1010 0.000
C -2.312 3.652 1.516 -0.0890 0.0202 0.0222 0.000
H -4.163 -3.309 -0.788 -0.0624 -0.0487 0.0064 0.000
C 1.110 1.024 -6.934 -0.1027 0.0654 -0.0616 0.000
C -3.091 -2.452 4.170 0.0902 0.2307 -0.0747 0.015
C -1.186 -2.015 0.129 -0.0092 0.1493 0.0251 0.000
C -0.895 -2.498 3.224 -0.1045 0.4591 0.0602 0.018
H 2.488 -0.595 -7.193 0.0425 -0.0593 -0.0501 0.000
H -2.880 0.763 -0.823 0.0199 0.0102 0.0085 0.000
C -0.087 4.401 1.038 -0.0044 0.0339 0.0432 0.000
H -0.205 -5.348 -2.453 -0.0366 -0.0679 0.0342 0.000
H 2.557 -2.327 -1.219 0.0773 -0.0108 0.0745 0.000
C 3.692 1.874 1.169 -0.2224 -0.0585 0.6120 0.052
C 0.943 -1.669 -2.454 0.2435 0.1231 0.0155 0.000
H 5.010 3.153 0.106 0.0865 -0.0053 -0.1003 -0.001
C 0.458 1.490 -4.666 -0.0117 -0.0879 0.1563 0.001
H 1.055 1.252 -7.989 -0.0147 0.0216 -0.0624 0.000
H -3.774 -0.440 4.627 -0.0412 0.1095 -0.0021 -0.001
O -2.346 1.819 4.256 -0.1204 -0.3437 -0.0182 0.013
C -2.998 -1.060 4.201 -0.0159 -0.0687 -0.1028 -0.005
H 1.824 -4.688 -1.208 0.0299 -0.0696 0.0739 0.000
H -2.702 1.571 1.221 0.0039 0.0287 0.0345 0.000
P -0.022 0.456 0.186 -0.6653 0.1294 -0.6319 0.049
```
Forces are in eV/Å.

Properties
- Maximum force: 0.07883 Eh/bohr
- Total charge: -1
- Multiplicity: 5
- E_HOMO (spin up / spin down): -0.132 / -0.149 hartree

The calculation returns the following relative energy (zero: lowest compared OMol25 entry of this formula, charge and spin) values, one per record and in order: 0.000, 0.000, 1.040 eV.
The calculation returns the following calculated total energy values, one per record and in order: -219063.709, -179918.752, -128024.466 eV.